{
  "formula": "C6H6O",
  "method": "ωB97M-V/def2-TZVPD",
  "homo_lumo_gap_ev": 8.5,
  "charge": 0,
  "total_energy_ev": -8358.1194,
  "relative_energy_kcal_mol": 193.4,
  "smiles": "C#CC(=C)OC=C",
  "symbols": ["C", "C", "C", "C", "O", "C", "C", "H", "H", "H", "H", "H", "H"],
  "positions_angstrom": [[1.9618, 1.7219, 0.0871], [0.9782, 0.8394, -0.3129], [0.6770, -0.5675, -0.1764], [1.6403, -1.5523, 0.2898], [-0.7095, -0.8216, -0.2779], [-1.4911, 0.3030, 0.0353], [-2.7449, 0.3171, 0.2471], [3.0892, 2.2337, 0.2445], [2.7224, -1.5216, 0.5181], [1.2692, -2.6652, 0.1054], [-1.1332, 1.3973, 0.0806], [-3.0662, 1.4899, 0.4546], [-3.3329, -0.7304, -0.2009]],
  "mulliken_charge": [-0.209, -0.363, 0.704, -0.770, -0.348, 0.127, -0.522, 0.322, 0.317, 0.206, 0.114, 0.220, 0.203]
}